#w
Molecular formula: C11H14N3S
Method: DFT, ωB97M-V/def2-TZVPD

Element x y z (Å)
C1 -4.230 -0.668 1.531
C2 -3.210 -0.416 2.271
C3 -4.188 -0.873 0.193
C4 -1.898 -0.450 1.868
C5 -2.916 -0.804 -0.325
C6 0.381 -1.679 0.423
C7 -1.757 -0.663 0.481
C8 2.296 -1.359 -1.004
C9 1.569 -0.525 -2.062
C10 0.123 0.605 -0.370
C11 -0.149 2.042 2.109
N1 1.517 -1.995 -0.021
N2 -0.435 -0.648 -0.055
N3 1.035 0.723 -1.569
S1 1.137 1.443 1.041
H1 -5.192 -0.973 -0.370
H2 -1.086 -0.326 2.499
H3 -2.838 -0.844 -1.400
H4 -0.069 -2.378 1.152
H5 2.895 -2.145 -1.380
H6 2.837 -0.580 -0.357
H7 2.405 -0.250 -2.918
H8 0.730 -1.139 -2.397
H9 -0.739 1.266 -0.510
H10 -1.035 1.418 1.910
H11 -0.102 3.126 2.169
H12 -0.026 1.673 3.208
H13 1.702 1.423 -1.290
H14 0.540 1.074 -2.391

Output
SMILES	CS[C@H]1[NH2+]CCN=CN1c1cc#ccc1
orbital gap	9.003	eV
total charge	+1
2S+1	1

***

#x
Molecular formula: C11H14N3S
Method: DFT, ωB97M-V/def2-TZVPD

Element x y z (Å)
C1 -2.210 1.762 1.665
C2 -1.965 0.456 2.077
C3 -1.236 2.488 0.937
C4 -0.829 -0.214 1.629
C5 -0.110 1.810 0.483
C6 -0.949 -0.376 -2.041
C7 -2.800 -1.229 -1.301
C8 0.142 0.478 0.879
C9 -0.379 -1.525 -1.562
C10 2.379 0.393 -0.523
C11 1.315 -0.252 0.344
N1 -2.274 -0.240 -1.927
N2 1.612 -1.463 0.700
N3 3.620 -0.386 -0.537
S1 -1.558 -2.494 -0.885
H1 -3.109 2.242 2.109
H2 -2.702 -0.150 2.749
H3 -1.372 3.577 0.762
H4 -0.568 -1.228 2.059
H5 0.563 2.373 -0.111
H6 -0.386 0.505 -2.544
H7 -3.867 -1.503 -1.136
H8 2.686 1.347 0.091
H9 2.052 0.759 -1.528
H10 2.551 -1.939 0.359
H11 4.446 -0.004 -0.977
H12 3.289 -1.269 -1.088
H13 0.598 -1.917 -1.946
H14 1.063 -2.003 1.263

Output
orbital gap	7.717	eV
total charge	+1
2S+1	1

***

Tell me which of them is the least stable. Sure, it is #w.

***

#w
Molecular formula: C9H13N3OP
Method: DFT, ωB97M-V/def2-TZVPD

Element x y z (Å)
C1 1.933 4.238 0.130
C2 2.485 3.280 -0.674
C3 0.740 4.019 0.896
C4 1.946 2.024 -0.632
C5 0.214 2.733 0.848
C6 0.879 1.629 0.201
C7 0.337 0.324 0.131
C8 -0.738 -2.237 -1.871
C9 -1.271 -2.796 1.719
N1 0.529 -0.594 -0.746
N2 -0.287 -1.693 -0.627
N3 -2.749 -0.763 0.023
O1 -0.477 -0.046 1.113
P1 -1.428 -1.369 0.634
H1 2.380 5.250 0.003
H2 3.295 3.725 -1.325
H3 0.233 4.776 1.399
H4 2.504 1.199 -1.096
H5 -0.658 2.460 1.477
H6 -1.544 -2.862 -1.408
H7 -1.204 -1.491 -2.520
H8 0.065 -2.750 -2.426
H9 -0.801 -3.563 1.068
H10 -0.555 -2.382 2.443
H11 -2.219 -3.100 2.267
H12 1.257 -0.568 -1.378
H13 -3.617 -1.085 0.360

Output
SMILES	CN1[NH+]=C(c2ccccc2)O[P@@]1(C)=N
orbital gap	8.667	eV
total charge	+1
2S+1	1

***

#x
Molecular formula: C9H13N3OP
Method: DFT, ωB97M-V/def2-TZVPD

Element x y z (Å)
C1 4.917 0.808 0.251
C2 4.997 -0.371 -0.494
C3 3.713 1.288 0.727
C4 3.850 -0.976 -0.981
C5 2.588 0.645 0.278
C6 2.586 -0.573 -0.536
C7 -3.518 -1.276 -1.132
C8 -4.110 1.312 -0.023
C9 -2.432 -0.410 1.571
N1 1.250 0.829 0.476
N2 0.611 -0.126 -0.091
N3 1.363 -0.995 -0.684
O1 -1.484 0.609 -0.714
P1 -2.744 0.093 -0.156
H1 5.790 1.277 0.567
H2 6.027 -0.726 -0.725
H3 3.672 2.224 1.299
H4 3.844 -2.034 -1.405
H5 -2.747 -1.652 -1.709
H6 -4.310 -0.845 -1.712
H7 -3.860 -1.895 -0.399
H8 -4.143 2.014 -0.762
H9 -4.084 1.828 0.947
H10 -4.985 0.694 0.056
H11 -1.521 0.144 1.761
H12 -2.019 -1.476 1.419
H13 -3.252 -0.409 2.172

Output
orbital gap (alpha / beta)	6.412 / 6.420	eV
total charge	+1
2S+1	1

***

Tell me which of them is the least stable. Sure, it is #x.

***

#w
Molecular formula: C2H7NSi
Method: DFT, ωB97M-V/def2-TZVPD

Element x y z (Å)
C1 -0.085 0.027 0.778
C2 0.985 -0.436 1.737
N1 0.025 0.041 -0.471
Si1 -0.744 0.288 -1.925
H1 -1.040 0.482 1.138
H2 0.675 -1.046 2.636
H3 1.422 0.466 2.146
H4 1.646 -0.970 1.017
H5 0.174 1.092 -2.844
H6 -1.899 1.200 -1.965
H7 -1.159 -1.142 -2.248

Output
SMILES	C/C=N/[SiH3]
orbital gap	10.004	eV
2S+1	1

***

#x
Molecular formula: C2H7NSi
Method: DFT, ωB97M-V/def2-TZVPD

Element x y z (Å)
C1 -1.906 -0.326 -0.679
C2 1.529 0.215 -0.271
N1 -1.282 0.410 0.182
Si1 0.200 0.161 1.066
H1 -2.862 0.075 -1.133
H2 -1.459 -1.289 -1.079
H3 2.473 0.444 -0.022
H4 1.722 -0.772 -0.710
H5 1.248 0.967 -1.035
H6 0.253 -1.168 1.756
H7 0.084 1.283 1.925

Output
SMILES	C=N[SiH2]C
orbital gap	9.929	eV
2S+1	1

***

#y
Molecular formula: C2H7NSi
Method: DFT, ωB97M-V/def2-TZVPD

Element x y z (Å)
C1 1.755 0.891 1.107
C2 -0.698 -1.403 -0.840
N1 0.434 1.216 0.673
Si1 -0.882 0.489 -0.127
H1 2.203 1.680 1.692
H2 2.483 0.093 1.056
H3 -0.539 -1.091 -1.943
H4 0.161 -1.938 -0.470
H5 -1.667 -1.962 -0.718
H6 -1.269 1.471 -1.219
H7 -1.979 0.554 0.787

Output
SMILES	C=N[SiH2]C
orbital gap	9.370	eV
2S+1	1

***

Tell me which of them is the least stable. Sure, it is #y.